[1]
Molecular formula: C47H49MnN8P2
Method: DFT, the ωB97M-V functional and the def2-TZVPD basis

XYZ file:
```
107
C47H49MnN8P2, DFT the ωB97M-V functional and the def2-TZVPD basis
Mn -1.15803 -1.03974 -0.37045
C -0.52183 -3.24283 4.72956
C 0.19003 -2.15530 4.24822
C 0.27842 -1.92114 2.88113
C -0.34922 -2.76453 1.96627
C -1.07704 -3.85065 2.46576
C -1.15603 -4.09076 3.82780
N -0.28926 -2.52978 0.56596
C 0.18141 -3.55238 -0.27663
C 0.99270 -4.62141 0.10152
C 1.37765 -5.56340 -0.84219
C 0.97037 -5.45838 -2.16905
C 0.18451 -4.39424 -2.56786
C -0.18236 -3.43954 -1.62506
N -0.94561 -2.30775 -1.86297
N -1.53574 -2.13573 -3.01458
C -2.40437 -1.10856 -3.01424
C -3.10422 -0.79834 -4.19558
C -4.04253 0.19838 -4.18273
C -4.28754 0.89306 -2.98811
C -3.55854 0.55585 -1.87736
N -2.62421 -0.40603 -1.86168
H -0.57298 -3.43638 5.79367
H 0.69599 -1.48899 4.93893
H 0.87299 -1.09424 2.51267
H -1.57462 -4.51011 1.76292
H -1.71998 -4.94210 4.18941
H 1.31868 -4.71405 1.12871
H 2.00083 -6.39480 -0.53590
H 1.27126 -6.20559 -2.89190
H -0.14727 -4.28818 -3.59268
H -2.88066 -1.37811 -5.08045
H -4.59778 0.44249 -5.07889
H -5.03158 1.67414 -2.93090
H -3.72450 1.08633 -0.94605
C 1.92652 -0.46296 -2.80570
N 1.81021 0.60054 -1.76155
P 0.23309 1.32305 -2.03911
C 0.55798 2.40787 -3.48441
C -0.54312 3.00901 -4.09144
C -0.36304 3.98143 -5.06337
C 0.92006 4.34994 -5.44538
C 2.01963 3.72809 -4.87001
C 1.84234 2.75797 -3.89114
C 0.06547 2.71754 -0.84329
C 0.96530 3.77839 -0.72834
C 0.67550 4.85987 0.08369
C -0.54547 4.93334 0.74851
C -1.47348 3.91579 0.59944
C -1.15855 2.80837 -0.18236
P 1.82595 0.01448 -0.10510
C 2.55052 1.45584 0.78027
C 3.54711 2.25999 0.23367
C 4.08868 3.30177 0.96952
C 3.64338 3.55456 2.26300
C 2.65283 2.75846 2.81618
C 2.11439 1.71391 2.07505
C 3.29810 -1.07902 -0.07827
C 4.44537 -0.83915 -0.83802
C 5.55472 -1.65750 -0.70593
C 5.54044 -2.71901 0.19290
C 4.41020 -2.95800 0.95643
C 3.29225 -2.14521 0.81531
H 2.04407 0.01698 -3.77810
H 1.04671 -1.11139 -2.85602
H 2.78949 -1.09340 -2.62725
H -1.54635 2.71908 -3.78947
H -1.22221 4.45526 -5.52122
H 1.06296 5.11674 -6.19670
H 3.02138 4.00361 -5.17690
H 2.70079 2.27875 -3.43477
H 1.88981 3.76356 -1.28905
H 1.39429 5.66431 0.18353
H -0.78154 5.79591 1.36078
H -2.44274 3.98354 1.08195
H -1.87402 2.01017 -0.30154
H 3.88451 2.08677 -0.77998
H 4.86076 3.92314 0.53105
H 4.06785 4.37091 2.83400
H 2.29815 2.95045 3.82241
H 1.33615 1.09643 2.51384
H 4.47513 -0.01511 -1.53917
H 6.43586 -1.46518 -1.30633
H 6.41069 -3.35579 0.29192
H 4.39364 -3.78086 1.66118
H 2.40738 -2.34767 1.40708
C -3.78942 -1.85014 1.13016
N -3.76739 -0.73828 2.07128
C -5.03134 -0.01608 2.21272
C -2.58610 -0.06987 2.27898
N -1.61070 -0.13369 1.40841
N -2.47287 0.62015 3.43423
C -1.32672 1.48552 3.66773
C -3.22062 0.25610 4.63750
H -4.77624 -2.30597 1.16753
H -3.05084 -2.59826 1.41580
H -3.61346 -1.54574 0.09643
H -5.43633 0.24116 1.22908
H -4.88105 0.90510 2.76955
H -5.76523 -0.62623 2.74055
H -0.75626 0.27989 1.75833
H -1.07117 2.04782 2.77145
H -0.45347 0.91451 4.00364
H -1.58395 2.19699 4.44978
H -3.86132 -0.59693 4.44555
H -3.82775 1.09343 4.98599
H -2.51586 -0.01223 5.42627
```

The expectation value of S² is 8.86. The frontier orbital gap (alpha / beta) comes out at 5.24 / 6.05 eV. For the HOMO energy (alpha / beta), the calculation gives -8.9 / -9.7 eV. As for the net charge: +1. Its multiplicity is 6. The energy is -111348.6694 eV.

These are the Mulliken partial charges, in e, on atoms 1 to 4:
1 Mn -0.08
2 C -0.82
3 C -1.05
4 C 0.59

[2]
Molecular formula: C47H50ClF3InN6O5
Method: DFT, the ωB97M-V functional and the def2-TZVPD basis

XYZ file:
```
113
C47H50ClF3InN6O5, DFT the ωB97M-V functional and the def2-TZVPD basis
In 0.93391 -0.58084 -0.51886
C -8.94647 0.77135 8.94434
O -7.54782 0.91837 9.08997
C -6.71903 1.08396 8.01185
C -5.41387 1.58508 8.27374
C -4.49655 1.70953 7.19190
C -4.82115 1.29904 5.93246
C -6.19798 0.88933 5.64366
C -7.18365 0.92258 6.64802
C -3.88520 0.93637 4.83317
N -4.25125 0.74733 3.54151
C -3.22296 0.12396 2.91959
C -2.16582 -0.04056 3.83738
N -2.56719 0.39885 5.06277
C -0.92098 -0.56965 3.47721
C 0.14718 -0.68296 4.42572
C 1.38899 -1.05579 3.96722
C 1.54893 -1.23086 2.58729
N 0.51352 -1.31675 1.72916
C -0.75372 -0.91868 2.12124
C -1.78891 -0.67967 1.15419
N -1.57104 -0.73869 -0.16299
C -2.53043 -0.55767 -1.08007
C -3.82514 -0.16054 -0.70538
C -4.03512 0.01995 0.65755
C -3.03803 -0.26107 1.56838
H -9.34169 0.78108 9.94909
H -9.09755 -0.26902 8.59037
H -9.43491 1.44566 8.23896
H -5.33882 2.02186 9.27968
H -3.47707 1.96246 7.37658
H -6.45644 0.69387 4.64688
H -8.21395 0.72477 6.40716
H -2.16048 0.34076 6.02120
H -0.04020 -0.48844 5.49163
H 2.24698 -1.21360 4.59159
H 2.52834 -1.41935 2.19988
H -2.35368 -0.77799 -2.12036
H -4.48371 0.25541 -1.48475
H -4.97508 0.38874 1.09735
C 4.17265 -3.16786 -2.39900
C 4.56019 -3.09249 -0.86916
C 3.78749 -3.96858 0.07923
C 4.77867 -1.72591 -0.24009
C 5.84682 -1.72052 0.64105
C 6.29703 -0.61864 1.30571
C 5.72890 0.64255 1.07747
C 4.61053 0.71198 0.23947
C 4.17401 2.09765 -0.20385
C 4.94972 2.75464 -1.35203
C 4.19211 3.04178 0.96532
C 4.11992 -0.51476 -0.50916
N 2.95529 -0.40088 -1.38107
C 3.15782 0.03583 -2.62732
C 2.17644 0.06246 -3.60864
N 0.90347 -0.05929 -3.28553
C -0.06537 0.05494 -4.27298
C -0.91273 1.19862 -4.29022
C -1.63797 1.51248 -5.47521
C -1.70349 0.55532 -6.49495
C -0.73003 -0.46762 -6.52784
C -0.06485 -0.88048 -5.38247
C 0.57799 -2.23153 -5.32098
C -0.41709 -3.36341 -5.58742
C 1.69559 -2.34899 -6.35780
C -0.76398 2.18747 -3.14257
C 0.41773 3.12550 -3.24871
C -2.01659 3.09012 -3.13496
H 4.60081 -4.16435 -2.86127
H 4.64715 -2.46383 -3.03386
H 3.04987 -3.09902 -2.61144
H 5.55820 -3.59033 -0.82287
H 2.92879 -3.41205 0.42521
H 4.20898 -4.23740 1.06078
H 3.39967 -4.85831 -0.42700
H 6.27317 -2.69341 0.85120
H 7.07886 -0.63460 2.03953
H 6.30245 1.52007 1.36705
H 3.14265 1.96300 -0.60109
H 6.02715 2.57350 -1.30780
H 4.91270 3.80724 -1.49560
H 4.49142 2.36360 -2.35602
H 5.14837 3.58558 1.04541
H 3.95239 2.51212 1.89247
H 3.37057 3.79100 0.82785
H 4.11184 0.41757 -2.94497
H 2.49946 0.08828 -4.61803
H -2.16798 2.44414 -5.52603
H -2.47268 0.59280 -7.20572
H -0.57219 -1.12139 -7.42800
H 0.99679 -2.26586 -4.30855
H -1.03972 -3.24993 -6.52078
H -1.15989 -3.45126 -4.74141
H 0.14917 -4.33206 -5.63832
H 1.16719 -2.56969 -7.33739
H 2.31503 -3.21448 -6.14613
H 2.29055 -1.43504 -6.59213
H -0.67230 1.61370 -2.26998
H 0.20490 4.17345 -2.85576
H 0.75912 3.21015 -4.35300
H 1.25870 2.74007 -2.66155
H -1.88758 4.02265 -3.76550
H -2.05055 3.38584 -2.06339
H -2.98644 2.57223 -3.44430
O 0.87540 3.64585 0.88343
Cl 0.20096 2.39221 1.12505
O 0.66066 1.82851 2.34234
O -1.18797 2.41016 0.98608
O 0.77495 1.55814 -0.08703
F -0.82231 -2.43231 -2.54365
C 0.18159 -2.63282 -1.53497
F 1.13718 -3.50458 -2.15779
F -0.49939 -3.41770 -0.61763
```

The frontier orbital gap (alpha / beta) comes out at 6.30 / 4.50 eV. For the HOMO energy (alpha / beta), the calculation gives -4.3 / -2.5 eV. As for the net charge: -1. The relative energy (zero: lowest compared OMol25 entry of this formula, charge and spin) is 75.4 kcal per mole. The energy is -94568.6274 eV.

These are the Mulliken partial charges, in e, on atoms 1 to 4:
1 In 2.29
2 C -0.82
3 O -0.42
4 C 0.66

[3]
Molecular formula: C47H51BFN7O15S
Method: DFT, the ωB97M-V functional and the def2-TZVPD basis

XYZ file:
```
123
C47H51BFN7O15S, DFT the ωB97M-V functional and the def2-TZVPD basis
C 5.11875 -0.11287 4.81681
C 3.70857 -0.86620 5.28997
C 2.84473 -1.23692 3.90624
N 1.42363 -0.75956 3.92657
C 1.10491 0.33181 2.93433
C 2.26381 1.50506 3.23009
O 2.53112 1.99901 4.45366
O 3.15262 2.04612 2.14744
C -0.42539 0.84039 3.33253
O -0.47456 1.81781 4.42817
N -0.53413 1.17264 5.61160
O 0.23188 1.67896 6.41653
C -1.30576 1.44241 2.09358
C -2.43193 2.48349 2.68469
C -3.63223 2.88824 1.64954
O -3.47047 3.20192 0.33578
N -5.08895 3.01828 2.14192
C -6.02214 3.27821 0.94130
C -5.59649 1.72324 2.72722
B -2.22894 0.20802 1.41976
N -2.44934 0.08598 -0.10846
O -2.94496 -0.81659 2.22686
N -0.45896 1.96660 0.96805
S 0.11267 3.58280 1.15384
O 0.44623 4.05297 2.58592
O -0.83615 4.69205 0.55169
F 1.60511 3.77364 0.25833
C 0.59668 0.97248 0.54404
N 0.97979 0.94197 -0.80308
C 0.38686 1.80523 -1.89208
C 0.29865 1.07606 -3.36792
O 1.49607 1.50209 -4.12687
C 2.61105 0.54656 -3.96466
O 3.50047 0.53584 -2.96668
N 1.28008 -0.02559 1.48027
C 0.93665 -1.44979 1.13867
C 2.26859 -2.39290 0.76976
C 1.89703 -3.41745 -0.49739
C 1.13213 -4.73364 0.15536
O -0.30146 -4.49737 0.40610
H 5.29857 0.86568 5.46942
H 5.05328 0.28141 3.69391
H 6.04944 -0.84801 4.91837
H 3.94180 -1.82409 5.93192
H 3.13950 -0.07652 5.95637
H 3.45134 -0.98443 2.91950
H 2.79451 -2.43109 3.92120
H 0.71256 -1.51516 3.97018
H -0.96044 -0.13870 3.75977
H -2.95359 1.90882 3.59216
H -2.01564 3.47430 3.13788
H -5.96902 2.37328 0.16548
H -7.15768 3.28886 1.30845
H -5.84156 4.32347 0.44175
H -5.54299 1.84713 3.91343
H -6.74284 1.50703 2.49761
H -5.01459 0.76122 2.40678
H -2.47359 -0.94305 -0.37733
H -3.40242 0.43553 -0.35752
H -2.72524 -1.72336 1.83639
H 1.71722 0.23402 -1.06467
H -0.66459 2.26084 -1.64591
H 1.12485 2.73198 -2.03554
H -0.62676 1.58153 -3.92181
H 0.14592 -0.08486 -3.32816
H 2.77666 -0.25585 -4.82536
H 0.31311 -1.43094 0.11964
H 0.21576 -1.98938 1.90972
H 2.63037 -3.00879 1.72630
H 3.07998 -1.65391 0.36256
H 1.15481 -2.89598 -1.26650
H 2.84555 -3.71596 -1.12065
H 1.34858 -5.64559 -0.55306
H 1.67201 -4.97520 1.19235
H -0.73262 -4.14246 -0.44743
C 5.84873 2.37925 -3.15802
C 6.73540 3.39412 -3.51697
C 8.11199 3.18716 -3.41480
C 8.60384 1.96507 -2.94041
C 7.71689 0.95934 -2.55836
C 6.33595 1.16261 -2.67834
C 8.22342 -0.31533 -2.00998
O 7.44505 -1.20065 -1.67746
C 9.68012 -0.50405 -1.86006
C 10.17173 -1.68462 -1.28785
C 11.54854 -1.87683 -1.15460
C 12.43625 -0.89765 -1.59964
C 11.94916 0.28177 -2.16493
C 10.56778 0.48278 -2.28627
C 10.06172 1.74868 -2.85263
O 10.84113 2.61172 -3.23976
H 4.77608 2.53717 -3.24631
H 6.35534 4.34690 -3.87883
H 8.79832 3.98214 -3.70177
H 5.63775 0.37700 -2.39484
H 9.48550 -2.45546 -0.94073
H 11.92796 -2.79202 -0.70522
H 13.50897 -1.05022 -1.50260
H 12.64811 1.04384 -2.50565
C -10.12566 1.83159 -2.87624
C -10.67589 1.11000 -3.93528
C -10.57143 -0.28165 -3.96090
C -9.90370 -0.95362 -2.92985
C -9.33231 -0.23026 -1.88371
C -9.45355 1.16506 -1.85071
C -8.58294 -0.92452 -0.81670
O -8.08375 -0.29015 0.10450
C -8.43651 -2.39236 -0.88059
C -7.67967 -3.05734 0.09297
C -7.54718 -4.44684 0.04753
C -8.17599 -5.17526 -0.96186
C -8.92592 -4.51489 -1.93621
C -9.04811 -3.11948 -1.90071
C -9.81367 -2.42710 -2.95612
O -10.36278 -3.06612 -3.84624
H -10.21502 2.91544 -2.85150
H -11.18869 1.63055 -4.74103
H -11.00795 -0.83879 -4.78821
H -9.02180 1.73536 -1.03011
H -7.18812 -2.49638 0.88626
H -6.95472 -4.96066 0.80149
H -8.07895 -6.25831 -0.99335
H -9.40994 -5.08975 -2.72402
```

The frontier orbital gap comes out at 5.47 eV. For the HOMO energy, the calculation gives -7.3 eV. The energy is -104920.0722 eV.

These are the Mulliken partial charges, in e, on atoms 1 to 4:
1 C -0.86
2 C -0.28
3 C -0.49
4 N -0.11

[4]
Molecular formula: C47H51BiN7O2
Method: DFT, the ωB97M-V functional and the def2-TZVPD basis

XYZ file:
```
108
C47H51BiN7O2, DFT the ωB97M-V functional and the def2-TZVPD basis
Bi -0.40680 0.01240 0.26670
C -2.64490 -0.92230 3.76190
C -2.89210 -1.68500 2.45970
C -1.72590 -2.60750 2.05920
N -1.42400 -2.39460 0.67500
C -0.76520 -3.21560 -0.05950
C -0.16430 -4.45170 0.35430
C -0.03510 -5.60410 -0.35850
C -0.54160 -5.87640 -1.63990
C -0.99410 -4.95720 -2.55700
C -0.90690 -3.56920 -2.51650
C -0.55480 -2.74200 -1.44420
N -0.15740 -1.48780 -1.54890
C 0.05410 -0.85230 -2.81290
C -1.15080 0.02710 -3.20750
C -2.35610 -0.19650 -2.29370
N -2.21230 0.51030 -1.04880
C -3.01560 1.48580 -0.68170
C -4.17470 1.85570 -1.39010
C -4.97940 2.97660 -1.31370
C -4.82590 4.12270 -0.55840
C -3.88990 4.30960 0.45490
C -3.04720 3.38300 1.01460
C -2.74780 2.04600 0.65460
N -2.16430 1.20080 1.46410
C -2.11410 1.43080 2.88280
C -1.62250 0.20750 3.65170
H -2.30160 -1.63120 4.52000
H -3.59400 -0.50190 4.11300
H -3.04110 -0.96920 1.65240
H -3.80620 -2.27790 2.56160
H -1.97340 -3.66040 2.27190
H -0.84320 -2.35390 2.65980
H 0.20510 -4.44530 1.37260
H 0.43240 -6.44390 0.14870
H -0.56160 -6.91940 -1.93430
H -1.38900 -5.36770 -3.48270
H -1.15510 -3.07010 -3.44550
H 0.26680 -1.57540 -3.60900
H 0.93560 -0.22480 -2.70480
H -1.43830 -0.17950 -4.23970
H -0.88080 1.07950 -3.14570
H -2.46450 -1.26030 -2.06880
H -3.24650 0.12320 -2.83650
H -4.50440 1.14520 -2.13730
H -5.82060 2.97390 -2.00030
H -5.50820 4.94000 -0.75350
H -3.87200 5.29750 0.90500
H -2.48110 3.72700 1.87240
H -3.12610 1.70440 3.22290
H -1.45220 2.27140 3.14090
H -1.37390 0.54210 4.66120
H -0.69850 -0.13740 3.18740
N 2.96090 0.99900 -1.51070
C 2.36940 1.41500 -2.67550
C 2.88630 1.01430 -3.91360
C 2.35230 1.48570 -5.09600
C 1.28780 2.37350 -5.07480
C 0.77710 2.79350 -3.85710
C 1.28900 2.32140 -2.65830
C 0.84140 2.88740 -1.36920
C 1.00980 4.27120 -1.26810
C 0.81010 4.94180 -0.07970
C 0.49190 4.21740 1.05490
C 0.31060 2.84970 0.94870
C 0.41670 2.15580 -0.25620
H 3.30460 0.04810 -1.48520
H 2.45720 1.23290 -0.66670
H 3.71470 0.31710 -3.92360
H 2.76920 1.15700 -6.04040
H 0.86080 2.73930 -5.99760
H -0.05470 3.48510 -3.82460
H 1.34660 4.80550 -2.14720
H 0.95120 6.01240 -0.03100
H 0.40910 4.70580 2.01740
H 0.11610 2.28500 1.84520
N 3.10380 -2.72390 -1.76500
C 3.37280 -3.90380 -1.16990
C 3.01170 -3.76540 0.14730
C 2.51580 -2.45460 0.24760
N 2.58240 -1.84330 -0.91510
H 3.18060 -2.48100 -2.73940
H 3.79860 -4.71790 -1.72290
H 3.08900 -4.50390 0.91750
H 2.12550 -1.93030 1.09510
C 6.83470 -0.93850 -0.19500
C 5.76940 -0.57260 0.79840
C 5.20070 0.68830 0.78970
C 4.14370 1.00620 1.62880
C 3.58010 2.39320 1.64010
C 3.63220 0.03090 2.48000
C 4.26430 -1.20810 2.57440
C 3.79860 -2.21370 3.58560
C 5.32690 -1.49620 1.73340
C 2.28580 0.23420 3.19120
O 2.26270 0.58990 4.36540
O 1.30820 -0.04020 2.44120
H 6.90530 -0.17520 -0.96770
H 6.59210 -1.89250 -0.66440
H 7.80640 -1.03110 0.29220
H 5.57110 1.42910 0.09450
H 3.92400 2.97500 0.78660
H 3.87750 2.89580 2.56020
H 2.49530 2.36840 1.63870
H 2.79070 -2.55240 3.34870
H 3.76410 -1.75410 4.57300
H 4.46720 -3.07370 3.61150
H 5.81080 -2.46350 1.79100
```

The frontier orbital gap comes out at 6.75 eV. For the HOMO energy, the calculation gives -4.3 eV. As for the net charge: -1. The relative energy (zero: lowest compared OMol25 entry of this formula, charge and spin) is 25.2 kcal per mole. The energy is -69932.0782 eV.

These are the Mulliken partial charges, in e, on atoms 1 to 4:
1 Bi 2.08
2 C -1.36
3 C -0.17
4 C -0.99

- Which formula does entry 3 have?
  C47H51BFN7O15S